{"formula": "C7H11P", "method": "wB97M-V/def2-TZVPD", "species": ["H", "H", "H", "H", "H", "H", "H", "H", "C", "C", "H", "C", "H", "C", "H", "C", "C", "C", "P"], "coordinates": [[0.28063, 0.98688, 1.63178], [2.47354, 1.21979, -0.59545], [-1.32276, -2.73687, -0.50442], [-0.54247, -2.20473, -2.13246], [-2.96946, 2.16607, 1.83231], [0.26675, -3.16805, -0.84264], [1.31251, -1.61865, 0.79537], [-1.94857, -0.66492, -1.54664], [-0.04729, -0.88179, -0.55227], [-2.07815, 0.96862, 0.19331], [0.95637, 1.79598, -0.77390], [0.82583, -0.74054, 0.44316], [1.98664, 0.53941, 1.71961], [-2.56095, 1.60476, 1.14720], [1.97749, 2.46050, 0.52835], [1.13978, 0.61463, 1.02066], [1.63598, 1.61486, -0.00487], [-0.36761, -2.32397, -1.01537], [-1.01826, 0.36801, -1.34374]], "mulliken_charge": [0.21, 0.31, 0.30, 0.38, 0.46, 0.41, 0.41, 0.07, 0.81, -0.67, 0.37, -0.79, 0.33, 0.05, 0.35, -0.38, -1.18, -1.36, -0.08], "total_charge": 0, "lumo_ev": [0.98, -2.33], "homo_energy_ev": [-5.31, -9.39], "s2": 2.008, "e_tot_ev": -16718.1109, "e_above_lowest_kcal_mol": 82.0, "homo_lumo_gap_ev": [6.28, 7.07], "molar_mass_g_mol": 126.14, "spin_multiplicity": 3}



{"formula": "C7H8BrO4S", "method": "wB97M-V/def2-TZVPD", "species": ["H", "H", "S", "H", "C", "C", "H", "C", "C", "Br", "H", "C", "H", "C", "H", "C", "O", "H", "O", "O", "O"], "coordinates": [[-2.50952, -1.57079, -0.54488], [1.50512, 1.96173, 0.10843], [0.13326, 0.79225, 2.08869], [-2.32724, -0.01326, -1.74316], [-0.48844, 1.38154, 0.45382], [0.70970, 0.10056, -1.00701], [-1.55097, -1.57796, -2.02337], [0.11558, -1.45660, 0.47336], [0.59044, 1.58775, -0.47675], [2.54570, -2.10386, -1.12286], [1.97099, -0.36581, 0.63640], [1.50304, -0.81195, -0.16534], [0.35076, 2.32174, -1.28091], [-1.81626, -0.90273, -1.23355], [0.65455, 0.00683, -2.06995], [-0.62212, -0.42676, -0.45707], [-0.89601, 1.16232, 3.03303], [-1.36242, 1.91918, 0.52425], [0.22960, -0.74289, 2.00946], [-0.18365, -2.63850, 0.57255], [1.44788, 1.37719, 2.22487]], "mulliken_charge": [0.26, 0.34, 1.16, 0.34, -0.50, 0.09, 0.35, 0.84, -0.81, -0.23, 0.60, -0.87, 0.29, -1.51, 0.49, 0.33, -0.74, 0.56, -0.51, -0.80, -0.67], "total_charge": -1, "lumo_ev": 3.15, "homo_energy_ev": -4.56, "e_tot_ev": -96454.4156, "e_above_lowest_kcal_mol": 54.5, "homo_lumo_gap_ev": 7.71, "molar_mass_g_mol": 268.11}



{"formula": "C25H18Br3N6O3S2Ti", "method": "wB97M-V/def2-TZVPD", "species": ["O", "C", "H", "H", "C", "H", "H", "C", "S", "C", "C", "H", "N", "N", "C", "H", "O", "C", "C", "C", "N", "C", "H", "Br", "C", "Br", "N", "C", "C", "C", "C", "H", "N", "Ti", "O", "C", "C", "H", "C", "H", "Br", "H", "H", "C", "H", "H", "C", "H", "C", "H", "C", "S", "C", "C", "N", "C", "H", "H"], "coordinates": [[0.48737, 1.45681, -1.22372], [4.29432, -2.05891, -0.09491], [1.30870, 0.94862, -3.64928], [-3.76599, 2.90764, -1.43079], [-4.60787, 2.67173, -3.92184], [0.47778, 4.57334, -1.35823], [0.35318, -2.97607, 0.90376], [-3.36591, 0.52230, -3.78771], [-1.21974, -1.23979, -0.82521], [-0.59674, -1.61022, 4.39821], [-2.58461, -0.35874, -3.04751], [-0.43811, 1.26983, -3.62967], [-3.92122, -0.06450, -6.26237], [0.05748, -1.24742, 2.04276], [0.11268, -2.60795, 1.89295], [-0.78573, -3.70625, 4.98041], [0.76413, 2.84262, -2.96815], [-0.23515, 0.61086, 3.40443], [-2.62373, 1.12280, -1.13040], [3.19400, -2.33727, -0.87437], [2.03466, -0.46543, 0.11375], [-0.28200, -0.78359, 3.30205], [0.97276, 4.12629, 1.01048], [3.23427, 1.38958, 1.82042], [-3.42941, 1.98403, -1.88481], [-0.47494, 3.09408, 4.76681], [0.63335, 3.68707, -0.90400], [3.13431, -3.50989, -1.81729], [0.54241, 1.69995, -3.82234], [-0.54255, -3.02033, 4.18355], [0.64411, 2.58155, -1.66801], [2.48659, -4.29508, -1.42324], [0.43841, 3.47990, 0.45566], [0.13772, 0.32691, 0.63766], [0.13841, 1.24078, 2.29642], [3.13749, -0.18643, 0.79772], [-2.19815, -0.09221, -1.73409], [1.18792, -1.66713, -1.31395], [-0.16792, -3.47737, 2.91791], [4.12629, -3.93651, -1.96862], [-1.39115, -1.97148, 7.13403], [5.17661, -2.68982, -0.14925], [-2.25566, -1.27926, -3.51320], [-0.90406, 0.42786, 5.71493], [-0.54529, 3.41131, 0.69996], [0.60333, 2.08554, -4.83467], [2.09098, -1.49906, -0.73522], [2.73422, -3.22090, -2.78973], [4.28705, -0.96398, 0.74064], [-1.15698, 0.89969, 6.65335], [-0.91886, -0.94663, 5.59768], [-2.13282, 1.52993, 0.49482], [-0.55170, 1.20455, 4.61271], [-3.68807, 0.19784, -5.16658], [-5.24214, 3.43605, -4.50156], [-3.79472, 1.70909, -3.19408], [5.14420, -0.68563, 1.33469], [-0.11348, -4.54070, 2.71702]], "mulliken_charge": [0.24, -0.50, 0.22, 0.49, -0.12, 0.25, 0.43, 0.61, -0.55, 0.22, -0.97, 0.02, -0.58, 0.79, -0.34, 0.31, -0.53, 0.36, 0.49, 0.52, 0.60, 0.62, 0.24, -0.10, -1.05, -0.25, -0.20, -1.36, -0.31, -1.05, 0.25, 0.29, -0.26, 0.67, -0.43, 0.06, 0.38, 0.56, -0.96, 0.39, -0.29, 0.37, 0.47, -0.53, 0.14, 0.28, -0.72, 0.34, -0.72, 0.39, 0.22, -0.61, -0.42, -0.19, -0.58, 0.62, 0.44, 0.39], "total_charge": -1, "lumo_ev": [1.94, 1.94], "homo_energy_ev": [-2.60, -4.76], "s2": 2.033, "e_tot_ev": -296218.7306, "e_above_lowest_kcal_mol": 15.0, "homo_lumo_gap_ev": [4.54, 6.70], "molar_mass_g_mol": 802.17, "spin_multiplicity": 3}



{"formula": "C5H16N2O", "method": "wB97M-V/def2-TZVPD", "species": ["H", "H", "H", "H", "H", "H", "H", "O", "C", "H", "C", "C", "H", "H", "C", "H", "H", "H", "H", "H", "N", "C", "H", "N"], "coordinates": [[1.65513, 1.52491, 2.10385], [-1.78611, 1.69475, 1.33838], [1.92853, 0.39155, -2.12157], [-0.49422, 1.09831, -2.25002], [-1.40181, -1.67510, -0.92442], [0.99886, -3.18994, -0.35181], [0.33359, 2.50899, 1.58390], [0.44274, -0.61484, 1.95735], [0.24239, 1.64558, -1.66613], [-0.25650, 2.08331, -0.80679], [1.37652, 0.72302, -1.24519], [-0.03750, 0.47285, 1.70963], [-2.11229, 0.02240, 1.84239], [-1.41620, -2.71828, 0.51091], [-1.46230, 0.66206, 1.25069], [0.62082, 2.45886, -2.28205], [0.70221, -1.85116, 0.52723], [-1.53843, 0.34155, 0.21485], [1.00280, -0.16336, -0.74430], [2.07073, 1.23998, -0.58629], [0.50243, -2.30728, -0.36027], [-0.93183, -2.54566, -0.45771], [-1.12389, -3.40821, -1.09437], [0.68436, 1.60570, 1.85172]], "mulliken_charge": [0.25, 0.36, 0.36, 0.24, 0.17, 0.26, 0.20, -0.74, -0.83, 0.15, -0.34, 0.65, 0.34, 0.23, -0.88, 0.34, 0.24, 0.08, -0.12, 0.23, -0.50, -0.72, 0.38, -0.34], "total_charge": 0, "lumo_ev": 0.84, "homo_energy_ev": -8.71, "e_tot_ev": -10472.5218, "e_above_lowest_kcal_mol": 0.0, "homo_lumo_gap_ev": 9.54, "molar_mass_g_mol": 120.20}



{"formula": "C7H10", "method": "wB97M-V/def2-TZVPD", "species": ["C", "H", "H", "H", "H", "C", "H", "C", "C", "H", "H", "C", "C", "H", "C", "H", "H"], "coordinates": [[1.21021, 0.04445, 0.60886], [-2.15057, 1.02445, 0.56433], [-1.26038, 0.05895, -2.06689], [-0.90640, 1.92344, 1.44208], [0.09221, -2.07881, -0.30600], [-0.19492, 0.06215, 1.05150], [-1.83591, -1.66545, -1.70164], [-1.07078, 1.22393, 0.63447], [1.60590, 0.45734, 1.75757], [1.27107, 0.55261, -1.44506], [2.18975, -0.93701, -1.09057], [1.31342, -0.34457, -0.81563], [-1.07571, -0.89940, -1.58002], [-0.70453, -0.74921, 1.56500], [0.02682, -1.14933, -0.87221], [-0.77089, 1.69986, -0.31089], [2.26071, 0.77660, 2.56512]], "mulliken_charge": [0.59, 0.32, 0.26, 0.36, 0.27, -0.20, 0.25, -1.15, -0.98, 0.23, 0.32, -0.49, -0.69, 0.38, -0.16, 0.30, 0.39], "total_charge": 0, "lumo_ev": 1.13, "homo_energy_ev": -7.64, "e_tot_ev": -7415.6029, "e_above_lowest_kcal_mol": 125.3, "homo_lumo_gap_ev": 8.77, "molar_mass_g_mol": 94.16}



{"formula": "C34H39AsClN2O2S3V", "method": "wB97M-V/def2-TZVPD", "species": ["C", "As", "H", "C", "H", "H", "H", "N", "N", "H", "C", "H", "C", "H", "H", "H", "C", "H", "H", "C", "H", "C", "C", "H", "O", "C", "C", "C", "H", "C", "H", "C", "H", "C", "C", "H", "H", "C", "C", "H", "C", "O", "H", "H", "H", "C", "H", "H", "C", "C", "C", "S", "C", "H", "C", "H", "S", "H", "C", "C", "C", "H", "C", "H", "C", "Cl", "H", "C", "C", "C", "V", "H", "H", "H", "C", "H", "H", "S", "H", "H", "H", "C", "H"], "coordinates": [[-2.70842, -3.20977, -0.92118], [0.00380, 0.93177, -3.22498], [-0.89171, -4.47677, 1.86964], [1.85748, -1.47589, -0.32757], [-2.59042, -2.19846, 5.07627], [1.68213, -3.04539, 2.69443], [-2.33576, 2.89327, -2.77780], [-0.03079, 1.44455, 2.14423], [0.35538, 0.39600, 1.31752], [1.27437, 5.11270, 1.39210], [2.44182, -2.54752, -1.02916], [-3.33938, -1.19248, -1.27067], [1.24845, -0.63324, 3.38284], [1.21752, 0.37302, 3.79626], [2.66928, -4.88275, 1.41268], [-2.26122, -5.29402, -0.69017], [-4.24587, -4.95898, -1.46219], [-2.15913, 1.05263, -4.46698], [0.15714, -1.97279, -5.88973], [1.90187, -2.89700, 1.64451], [0.46239, -1.21314, 3.88308], [-2.14988, -1.31626, 1.83487], [3.01216, 3.69284, 2.91801], [-2.65902, 3.51992, -4.40880], [-0.99833, -1.31163, -0.91624], [-2.99995, -4.56152, -0.99459], [-2.50378, -1.21509, 3.17345], [1.75736, 3.20080, -3.76326], [1.46831, 5.89904, 4.96013], [2.08334, 4.64427, 3.33548], [0.92273, -1.33693, -3.56508], [-1.75560, -3.47274, 3.56726], [2.66016, -2.37971, -2.07755], [3.20526, 4.75381, 5.47444], [2.19292, 5.16670, 4.62069], [-6.13775, -4.31438, -2.23435], [-2.26975, -0.47422, 1.16095], [-4.85642, -2.65071, -1.79213], [0.95779, 5.06494, 2.43469], [2.46094, 1.18731, -3.38625], [1.66680, 1.68999, -3.94255], [1.61605, -0.36216, -0.99188], [2.20702, -1.09281, 3.62680], [-0.81961, -1.37169, -3.64906], [2.92451, 3.26795, 1.92447], [-1.35549, 1.78518, -4.35514], [-5.57948, -1.90920, -2.10755], [1.53404, 3.49503, -2.73611], [0.13710, 2.59196, 1.58028], [4.12459, 3.80416, 5.05189], [-5.17003, -4.00339, -1.86075], [0.81675, 2.85483, -0.01284], [-2.31777, -2.29009, 4.03198], [1.01233, -0.43835, -5.95033], [2.72645, -3.75979, -0.42913], [-2.90519, -0.27999, 3.54165], [-0.47933, 3.96104, 2.53785], [0.58790, 6.05034, 2.72182], [1.57576, -1.65203, 1.06582], [-1.89904, 3.07930, -3.75840], [1.03454, -0.59628, 1.89855], [3.27232, 5.17136, 6.47194], [-1.59402, -2.50450, 1.38964], [4.91355, 3.47497, 5.71699], [4.02248, 3.27563, 3.77210], [-2.31738, 1.37300, -0.50186], [4.72880, 2.52693, 3.43494], [0.06229, -0.85594, -4.03481], [2.45089, -3.93990, 0.92503], [-3.61821, -2.24119, -1.32324], [0.00858, 0.66760, -0.60304], [2.75830, 3.56608, -4.00368], [-0.74769, -0.46914, -6.01628], [1.05432, 3.71882, -4.41854], [-1.37397, -3.57907, 2.23793], [-1.59250, -4.30189, 4.24441], [-1.11061, 3.82046, -3.61923], [-1.10088, -2.68269, -0.32200], [3.16592, -4.56118, -1.01247], [1.77031, 1.41742, -4.99569], [-4.48930, -6.01205, -1.52394], [0.12457, -0.93368, -5.55199], [-0.92509, 1.94279, -5.34842]], "mulliken_charge": [0.54, 0.75, 0.40, 0.73, 0.37, 0.42, 0.17, -1.01, 1.67, 0.41, -0.46, 0.21, -1.93, 0.45, 0.39, 0.43, -0.68, 0.45, 0.43, -0.81, 0.17, -0.18, 0.02, 0.39, -0.09, -0.31, -0.62, -1.04, 0.33, 0.64, -0.10, -0.60, 0.39, -0.49, -0.45, 0.37, 0.19, -0.77, -1.11, 0.32, -0.67, -1.01, 0.46, 0.10, 0.32, -0.76, 0.45, 0.14, 0.14, -0.41, -0.45, -0.64, -0.56, 0.30, -0.72, 0.44, -0.17, 0.49, 0.45, -0.96, 0.47, 0.34, 0.75, 0.37, -0.75, -0.69, 0.41, 0.12, -0.84, -0.27, 0.66, 0.39, 0.28, 0.28, -0.47, 0.37, 0.22, 0.13, 0.38, 0.45, 0.38, -1.34, 0.43], "total_charge": -1, "lumo_ev": [2.37, 2.37], "homo_energy_ev": [-3.84, -2.07], "s2": 0.983, "e_tot_ev": -174524.2293, "e_above_lowest_kcal_mol": 0.0, "homo_lumo_gap_ev": [6.21, 4.44], "molar_mass_g_mol": 765.22, "spin_multiplicity": 2}